Entry 1:
The following is a quantum chemistry calculation of a 2-piece molecular cluster, C10H10N2 overall, from the OMol25 dataset.

Geometry as XYZ:
```
22
Properties=species:S:1:pos:R:3:forces:R:3
C -2.6947 1.0737 -0.5104 0.069 -0.089 0.034
C -1.4943 0.6731 -1.0839 -0.124 -0.072 0.038
C -0.9893 -0.5828 -0.7570 -0.627 -0.043 -0.884
N -1.5943 -1.4295 0.0755 -0.419 0.136 -0.113
C -2.7488 -1.0319 0.6131 0.058 0.030 0.014
C -3.3426 0.2006 0.3552 0.140 -0.025 -0.015
H -3.1234 2.0439 -0.7324 0.030 -0.028 -0.014
H -0.9485 1.3140 -1.7711 -0.108 -0.083 0.106
H -0.0516 -0.9333 -1.1879 -0.768 0.135 -0.140
H -3.2238 -1.7341 1.2966 0.046 0.071 -0.108
H -4.2847 0.4640 0.8240 0.103 -0.027 -0.043
C 2.8674 1.0577 0.1951 -0.153 0.473 0.610
C 1.8010 0.8310 1.0851 -0.362 3.383 2.711
C 0.9625 -0.1875 0.8296 -0.643 -4.024 3.358
N 1.3537 -1.3410 0.1803 1.502 0.819 -0.899
C 2.5327 -1.2849 -0.5043 -2.634 2.349 2.152
C 3.2303 -0.0528 -0.5575 -0.680 -0.942 0.164
H 3.2383 2.1195 0.1765 0.457 -1.609 -0.172
H 1.5524 1.5157 2.1702 0.766 -1.634 -3.953
H 0.0697 -0.3663 1.5702 1.609 0.490 -1.849
H 2.8391 -2.1312 -1.0847 0.170 -0.436 0.063
H 4.0488 -0.2180 -1.1822 1.567 1.127 -1.057
```
Forces are in eV/Å.

Properties
LUMO ... 0.026 Eh
SMILES ... c1ccncc1.c1ccncc1
Orbital gap ... 9.80 eV


Entry 2:
The following is a quantum chemistry calculation of a 4-piece molecular cluster, C2H15N2O3 overall, from the OMol25 dataset.

Geometry as XYZ:
```
22
Properties=species:S:1:pos:R:3:forces:R:3
N 0.0597 2.6663 0.4857 0.164 0.317 -0.434
C 0.4165 1.4173 -0.2789 2.566 -0.485 0.459
C 1.5877 0.6401 0.4178 -1.858 0.399 -0.123
N 1.5767 -0.6522 -0.2599 0.862 -0.020 0.432
H 0.3892 3.5265 0.0424 -0.146 -0.090 -0.245
H -0.9529 2.6999 0.5316 -0.259 0.266 0.287
H 0.4455 2.7125 1.4306 -0.151 -0.433 0.108
H -0.4566 0.8112 -0.4270 -0.093 -0.078 -0.058
H 0.9958 1.6356 -1.1654 -1.072 0.878 -0.798
H 2.4752 1.2712 0.3086 0.254 -0.278 0.057
H 1.3555 0.5418 1.4811 0.206 -0.341 0.010
H 1.7684 -0.5461 -1.2525 -0.175 0.081 -0.033
H 2.3575 -1.2031 0.0772 0.044 -0.169 0.098
H -2.4787 -0.6891 -0.9510 0.042 -0.368 0.074
H -2.6504 -2.1680 -1.3974 0.311 0.140 0.187
O -2.6629 -1.2551 -1.7043 -0.316 0.350 -0.371
H -0.4682 -0.9882 1.6203 0.096 0.030 -0.117
H -1.9261 -0.9465 1.2859 0.001 0.116 -0.088
O -1.1000 -0.4767 1.1003 -0.494 -0.232 0.631
H -0.1325 -3.7460 -0.7428 0.261 0.105 0.101
H 0.0077 -2.2919 -0.1369 0.246 -0.143 -0.405
O -0.6072 -2.9593 -0.4654 -0.488 -0.046 0.228
```
Forces are in eV/Å.

Properties
LUMO ... -0.138 Eh
Charge ... +1
Orbital gap ... 9.69 eV


Entry 3:
The following is a quantum chemistry calculation of a single C24H28N2O2 molecule, from the OMol25 dataset.

Geometry as XYZ:
```
56
Properties=species:S:1:pos:R:3:forces:R:3
O 0.1165 4.1877 -1.1652 0.173 0.222 -0.096
C -0.3907 2.9975 -0.5866 -0.421 -0.541 0.201
C -1.9266 3.1562 -0.7029 0.463 0.070 0.194
C -2.6939 1.9762 -0.2393 -0.357 -0.561 -0.553
C -3.2351 0.9136 -0.9045 0.177 0.462 0.501
C -3.8341 0.1263 0.1185 0.553 0.905 0.158
C -4.5655 -1.1255 -0.0064 -0.305 -0.461 0.089
C -5.2498 -1.6362 1.0964 0.072 0.062 -0.109
C -5.9536 -2.8197 0.9924 -0.027 -0.041 0.045
C -5.9835 -3.5093 -0.2099 -0.014 -0.050 -0.033
C -5.3031 -3.0102 -1.3078 -0.050 -0.103 -0.062
C -4.5974 -1.8251 -1.2104 0.045 0.157 0.165
N -3.6448 0.7009 1.2853 -0.587 -1.000 0.239
O -2.9448 1.8379 1.0748 0.332 0.604 -0.370
C 0.0352 2.8757 0.8841 0.226 -0.054 -0.185
C 1.5277 2.5347 1.0161 -0.149 0.090 0.069
N 1.9359 1.3608 0.2696 0.097 -0.055 -0.087
C 1.5315 0.0946 0.8581 -0.005 -0.066 0.241
C 2.4167 -0.2860 2.0473 0.028 0.134 -0.227
C 3.9050 -0.2883 1.6789 -0.158 -0.047 0.166
C 4.2063 -1.2950 0.6067 0.107 0.103 0.039
C 4.2397 -2.6525 0.9022 -0.012 0.010 -0.017
C 4.4855 -3.5860 -0.0884 -0.013 -0.106 0.021
C 4.7013 -3.1741 -1.3927 0.014 -0.063 -0.107
C 4.6733 -1.8241 -1.6975 0.015 -0.031 -0.125
C 4.4282 -0.8927 -0.7037 -0.003 0.001 0.013
C 1.5874 1.5081 -1.1277 -0.244 -0.019 -0.143
C 0.0922 1.7633 -1.3661 0.244 0.194 0.160
H 1.0764 4.1803 -1.0850 -0.022 0.054 -0.030
H -2.1583 3.3516 -1.7503 -0.054 0.002 0.021
H -2.2098 4.0300 -0.1140 -0.051 0.060 -0.058
H -3.2195 0.7329 -1.9580 0.026 0.008 -0.253
H -5.2153 -1.0856 2.0231 -0.035 0.022 0.110
H -6.4828 -3.2081 1.8501 -0.037 -0.021 0.067
H -6.5352 -4.4343 -0.2907 -0.040 -0.066 -0.006
H -5.3220 -3.5472 -2.2450 0.001 -0.034 -0.062
H -4.0655 -1.4481 -2.0710 0.055 0.050 -0.078
H -0.5579 2.1000 1.3678 -0.022 -0.003 0.033
H -0.1683 3.8193 1.3935 -0.088 0.018 0.017
H 2.1337 3.3760 0.6573 0.022 0.035 0.104
H 1.7718 2.3861 2.0686 0.066 0.114 -0.003
H 0.4796 0.0903 1.1846 0.012 -0.071 -0.083
H 1.6441 -0.6742 0.0899 -0.080 0.012 -0.005
H 2.2567 0.4085 2.8737 -0.051 -0.035 0.090
H 2.1174 -1.2797 2.3862 -0.037 -0.002 0.093
H 4.4870 -0.5193 2.5743 0.043 0.054 -0.016
H 4.1756 0.7092 1.3325 0.077 -0.020 0.056
H 4.0756 -2.9800 1.9195 -0.016 -0.029 0.119
H 4.5102 -4.6381 0.1568 0.008 -0.076 0.021
H 4.8933 -3.9024 -2.1671 0.017 -0.052 -0.055
H 4.8444 -1.4961 -2.7130 0.017 0.025 -0.073
H 4.4063 0.1607 -0.9422 -0.009 0.136 -0.005
H 2.1733 2.3449 -1.5276 0.031 -0.035 -0.090
H 1.8957 0.6068 -1.6623 0.062 0.077 -0.031
H -0.4750 0.8894 -1.0424 -0.007 -0.043 -0.019
H -0.0908 1.9186 -2.4308 -0.089 0.002 -0.052
```
Forces are in eV/Å.

Properties
LUMO ... 0.026 Eh
SMILES ... OC1(Cc2cc(-c3ccccc3)no2)CCN(CCCc2ccccc2)CC1
Orbital gap ... 9.12 eV


Entry 4:
The following is a quantum chemistry calculation of a single C3H6N2O molecule, from the OMol25 dataset.

Geometry as XYZ:
```
12
Properties=species:S:1:pos:R:3:forces:R:3
C -0.6432 0.4934 -2.1148 -9.529 0.667 -6.098
C -1.1551 -0.6184 -0.2294 2.557 -1.014 -2.185
C 1.0500 0.0973 0.7102 2.056 1.007 0.179
N 0.5022 0.3629 -1.6114 9.096 -0.694 5.161
N 0.4193 -0.3560 -0.4884 -4.338 0.424 0.018
O -1.7378 0.0459 -1.3021 0.944 0.039 -0.322
H -0.8521 1.1847 -2.9920 -0.120 -0.875 1.815
H -1.2773 -1.7240 -0.1456 -0.197 0.645 -0.724
H -1.4960 -0.1996 0.6554 -0.178 1.097 1.883
H 0.6080 1.0431 1.1907 0.412 -1.009 -1.135
H 0.8539 -0.7060 1.4478 1.044 0.356 -0.218
H 2.1362 0.3298 0.3308 -1.746 -0.645 1.626
```
Forces are in eV/Å.

Properties
LUMO (alpha / beta) ... 0.033 / -0.052 Eh
2S+1 ... 3
Orbital gap (alpha / beta) ... 5.57 / 9.05 eV


In order of appearance, ΔE to the lowest compared entry with this formula, charge and spin = 337.0; 152.9; 272.4; 156.1 kJ/mol.